This record from the OMol25 dataset describes C40H66BN8OP2Ti as an isolated structure. The level of theory is ωB97M-V/def2-TZVPD.

Last column: Mulliken charge in e.
Positions of all 119 atoms, in Å:
1 Ti -1.23 0.27 -0.04  -0.970
2 C 4.23 0.19 -3.60  -1.915
3 C 3.51 1.20 -2.69  2.479
4 C 2.16 1.52 -3.34  -1.486
5 C 4.31 2.50 -2.65  -2.093
6 P 3.11 0.66 -0.93  0.592
7 C 2.57 -1.10 -1.27  -1.222
8 N 1.76 -1.70 -0.22  0.478
9 B 0.51 -1.20 0.34  1.804
10 N 0.29 -2.15 1.45  0.423
11 C -0.68 -2.05 2.51  -2.206
12 P -1.29 -0.30 2.63  1.790
13 C -2.90 -0.53 3.59  2.021
14 C -3.36 0.79 4.19  -1.709
15 C -3.97 -0.96 2.58  -1.969
16 C -2.85 -1.60 4.69  -1.749
17 C -0.04 0.54 3.74  2.433
18 C -0.27 2.05 3.69  -1.525
19 C 1.35 0.29 3.15  -2.434
20 C -0.03 0.07 5.19  -2.028
21 C 1.26 -3.14 1.46  -0.068
22 C 1.42 -4.23 2.29  -0.578
23 C 2.49 -5.09 2.05  -1.023
24 C 3.37 -4.85 1.00  -0.831
25 C 3.21 -3.74 0.17  -1.105
26 C 2.16 -2.87 0.41  1.079
27 C 4.72 0.48 0.02  2.094
28 C 4.44 -0.43 1.22  -2.508
29 C 5.06 1.86 0.59  -1.804
30 C 5.92 -0.07 -0.74  -1.714
31 H 4.11 0.50 -4.65  0.564
32 H 3.83 -0.82 -3.52  0.240
33 H 5.30 0.15 -3.40  0.333
34 H 2.33 2.04 -4.29  0.749
35 H 1.55 2.16 -2.70  -0.114
36 H 1.58 0.62 -3.55  -0.029
37 H 4.41 2.90 -3.66  0.511
38 H 5.32 2.36 -2.26  0.400
39 H 3.81 3.26 -2.04  0.325
40 H 3.44 -1.73 -1.45  0.147
41 H 2.01 -1.08 -2.21  0.424
42 H -0.24 -2.37 3.46  0.574
43 H -1.55 -2.70 2.35  0.516
44 H -3.44 1.58 3.44  0.177
45 H -2.72 1.14 4.99  0.313
46 H -4.36 0.65 4.62  0.561
47 H -4.10 -0.22 1.79  0.097
48 H -4.92 -1.07 3.10  0.720
49 H -3.74 -1.92 2.10  0.288
50 H -2.17 -1.35 5.50  0.292
51 H -2.58 -2.58 4.31  0.311
52 H -3.85 -1.69 5.13  0.551
53 H -0.17 2.42 2.67  -0.218
54 H 0.49 2.54 4.30  0.591
55 H -1.24 2.36 4.07  0.379
56 H 1.42 0.58 2.10  0.048
57 H 1.66 -0.76 3.22  0.363
58 H 2.07 0.88 3.72  0.896
59 H -0.94 0.34 5.73  0.458
60 H 0.81 0.54 5.71  0.467
61 H 0.11 -1.01 5.28  0.293
62 H 0.73 -4.43 3.09  0.506
63 H 2.64 -5.96 2.68  0.407
64 H 4.19 -5.53 0.81  0.431
65 H 3.90 -3.57 -0.65  0.470
66 H 3.53 -0.16 1.75  0.528
67 H 5.28 -0.35 1.92  0.688
68 H 4.36 -1.48 0.93  0.271
69 H 4.26 2.22 1.24  0.233
70 H 5.23 2.62 -0.17  0.292
71 H 5.97 1.80 1.19  0.521
72 H 5.70 -1.03 -1.21  0.269
73 H 6.75 -0.24 -0.04  0.500
74 H 6.28 0.61 -1.51  0.318
75 N -4.29 0.56 -1.33  0.454
76 C -4.06 1.71 -0.60  0.278
77 C -4.95 2.79 -0.75  -1.094
78 C -4.74 3.92 -0.01  -0.698
79 C -3.67 3.98 0.89  -1.312
80 C -2.84 2.89 0.95  -0.377
81 N -3.00 1.78 0.21  0.961
82 C -3.99 -0.78 -1.02  -0.131
83 C -4.96 -1.73 -1.36  -1.052
84 C -4.67 -3.07 -1.22  -0.921
85 C -3.43 -3.43 -0.71  -0.988
86 C -2.55 -2.43 -0.36  -0.822
87 N -2.81 -1.11 -0.50  1.402
88 H -5.14 0.62 -1.88  0.350
89 H -5.78 2.70 -1.43  0.506
90 H -5.41 4.76 -0.11  0.439
91 H -3.48 4.84 1.51  0.552
92 H -1.98 2.87 1.61  0.274
93 H -5.92 -1.40 -1.74  0.510
94 H -5.41 -3.82 -1.48  0.473
95 H -3.13 -4.46 -0.58  0.613
96 H -1.57 -2.66 0.06  0.342
97 N -0.35 3.59 -1.33  -0.320
98 C 0.26 3.12 -0.22  -0.139
99 N 1.15 3.93 0.41  -0.340
100 O 0.01 2.00 0.24  0.245
101 H -0.20 4.51 -1.68  0.185
102 H -1.01 2.98 -1.79  -0.029
103 H 1.54 4.74 -0.05  0.265
104 H 1.73 3.47 1.09  0.172
105 C -2.60 -1.39 -4.58  -1.521
106 C -1.50 -0.32 -4.64  1.999
107 C -0.26 -0.87 -5.35  -1.690
108 C -2.02 0.94 -5.35  -1.697
109 C -1.20 0.04 -3.24  -0.588
110 N -1.10 0.33 -2.12  0.338
111 H -2.90 -1.64 -5.60  0.496
112 H -3.47 -1.03 -4.04  0.238
113 H -2.24 -2.29 -4.09  0.334
114 H -0.55 -1.22 -6.33  0.474
115 H 0.17 -1.70 -4.80  0.346
116 H 0.50 -0.10 -5.47  0.404
117 H -2.24 0.70 -6.39  0.442
118 H -1.27 1.74 -5.34  0.373
119 H -2.93 1.31 -4.88  0.342

Summary:
- E_LUMO (alpha / beta) (hartree) = -0.075 / -0.077
- HOMO level (alpha / beta) (eV) = -7.98 / -8.95
- charge = +1
- multiplicity = 3
- <S²> = 2.0128
- frontier orbital gap (alpha / beta) (eV) = 5.9486 / 6.8502

This record from the OMol25 dataset describes a 7-piece molecular cluster, C40H66F4N9O6PS overall. The level of theory is ωB97M-V/def2-TZVPD.

Last column: Mulliken charge in e.
Positions of all 127 atoms, in Å:
1 C -4.45 8.29 3.58  -0.936
2 C -4.18 6.85 4.30  -0.322
3 O -4.33 5.73 3.39  -0.061
4 C -3.47 4.61 3.76  -1.576
5 C -2.58 4.05 2.51  1.587
6 P -1.75 5.64 1.82  0.547
7 O -2.87 6.63 0.95  -0.581
8 O -0.54 5.21 0.65  -0.474
9 S -0.80 6.64 3.20  -0.357
10 C -1.41 3.20 3.28  -0.403
11 O -0.70 3.51 4.26  -0.736
12 N -1.40 1.96 2.50  0.082
13 C -2.31 1.74 1.34  1.606
14 C -1.63 1.55 -0.11  -0.641
15 C -0.13 2.13 -0.24  -0.180
16 C 0.15 2.97 -1.56  0.120
17 F 1.33 3.81 -1.57  -0.339
18 C -0.66 3.01 -2.73  0.208
19 F -1.15 1.79 -3.31  -0.165
20 F -1.00 4.28 -3.29  -0.251
21 C -2.95 0.29 1.67  -0.554
22 O -2.75 -0.18 2.84  -0.573
23 N -3.78 -0.51 0.75  -0.006
24 C -3.24 -1.88 0.68  0.227
25 O -3.70 -2.75 1.46  -0.454
26 F -2.21 -2.29 -0.23  -0.095
27 C -3.26 3.06 1.46  -0.541
28 C -4.85 2.88 1.41  -0.719
29 C -5.50 3.14 -0.06  -0.441
30 C -6.26 4.55 -0.20  -0.395
31 N -7.29 4.81 0.85  -0.696
32 H -3.90 8.38 2.57  0.187
33 H -3.99 9.12 4.25  0.318
34 H -5.57 8.50 3.42  0.287
35 H -3.16 6.95 4.79  0.269
36 H -4.95 6.70 5.15  0.305
37 H -4.18 3.74 4.03  0.341
38 H -2.85 4.82 4.70  0.402
39 H -3.73 6.15 0.82  0.352
40 H -1.08 4.96 -0.16  0.299
41 H -0.63 1.29 2.65  0.340
42 H -1.55 0.40 -0.30  -0.080
43 H -2.35 1.96 -0.90  0.445
44 H 0.59 1.22 -0.27  0.431
45 H 0.22 2.76 0.65  0.339
46 H -3.85 -0.05 -0.17  0.394
47 H -3.02 3.58 0.45  0.067
48 H -5.21 1.82 1.71  0.474
49 H -5.42 3.59 2.15  0.357
50 H -6.24 2.31 -0.31  0.349
51 H -4.66 3.13 -0.87  0.105
52 H -6.83 4.51 -1.21  0.404
53 H -5.52 5.44 -0.32  0.085
54 H -6.74 5.19 1.66  0.255
55 H -7.91 5.60 0.60  0.301
56 C -1.19 -3.17 -3.24  -1.063
57 C -0.01 -2.92 -4.18  -0.489
58 C 1.28 -2.58 -3.44  0.375
59 C 1.20 -1.31 -2.72  0.263
60 N 1.13 -0.31 -2.14  -0.449
61 H -1.44 -2.27 -2.67  0.130
62 H -2.08 -3.45 -3.82  0.405
63 H -0.97 -3.97 -2.54  0.281
64 H -0.27 -2.11 -4.87  0.321
65 H 0.15 -3.82 -4.78  0.368
66 H 2.10 -2.52 -4.17  -0.249
67 H 1.54 -3.38 -2.75  0.088
68 C 5.49 -2.79 -5.97  -0.629
69 C 5.32 -3.37 -7.37  -0.490
70 C 4.28 -2.61 -8.20  -0.535
71 C 2.93 -2.74 -7.65  0.343
72 N 1.87 -2.83 -7.21  -0.439
73 H 4.57 -2.87 -5.38  0.050
74 H 6.27 -3.33 -5.43  0.169
75 H 5.78 -1.73 -6.01  0.347
76 H 5.04 -4.42 -7.29  0.293
77 H 6.28 -3.32 -7.88  0.340
78 H 4.29 -3.02 -9.22  0.298
79 H 4.56 -1.56 -8.28  0.275
80 C 8.98 -0.86 -2.99  -1.079
81 C 9.40 -1.95 -2.01  -0.397
82 C 9.46 -3.34 -2.64  -0.421
83 C 8.13 -3.81 -3.07  0.289
84 N 7.09 -4.17 -3.41  -0.494
85 H 7.96 -1.02 -3.35  0.276
86 H 9.00 0.12 -2.50  0.328
87 H 9.65 -0.82 -3.85  0.311
88 H 8.72 -1.95 -1.15  0.290
89 H 10.40 -1.70 -1.63  0.308
90 H 9.86 -4.05 -1.92  0.294
91 H 10.14 -3.34 -3.50  0.281
92 C 1.64 -4.45 0.23  -0.974
93 C 2.96 -3.70 0.41  -0.317
94 C 4.13 -4.61 0.75  -0.457
95 C 3.97 -5.26 2.06  0.241
96 N 3.83 -5.77 3.08  -0.423
97 H 1.33 -4.94 1.15  0.484
98 H 0.85 -3.75 -0.06  0.065
99 H 1.73 -5.21 -0.55  0.298
100 H 2.83 -2.93 1.18  0.313
101 H 3.19 -3.17 -0.52  0.221
102 H 5.05 -4.02 0.77  0.275
103 H 4.25 -5.37 -0.02  0.284
104 C -5.70 -5.01 0.98  -0.987
105 C -5.28 -6.12 1.93  -0.423
106 C -5.24 -7.50 1.28  -0.442
107 C -6.57 -7.96 0.86  0.254
108 N -7.62 -8.31 0.53  -0.424
109 H -6.73 -5.16 0.62  0.413
110 H -5.67 -4.05 1.48  0.216
111 H -5.04 -4.97 0.11  0.261
112 H -5.95 -6.13 2.80  0.315
113 H -4.27 -5.89 2.31  0.272
114 H -4.83 -8.22 1.99  0.294
115 H -4.57 -7.49 0.41  0.275
116 C 4.00 1.22 6.10  -1.198
117 C 2.57 1.73 5.96  -0.534
118 C 2.41 2.78 4.85  0.397
119 C 3.14 4.01 5.15  0.208
120 N 3.73 4.98 5.37  -0.479
121 H 4.68 2.02 6.40  0.325
122 H 4.04 0.45 6.87  0.356
123 H 4.36 0.79 5.16  0.306
124 H 2.23 2.14 6.92  0.319
125 H 1.92 0.88 5.73  0.350
126 H 1.35 3.02 4.74  -0.283
127 H 2.74 2.37 3.90  0.305

Summary:
- SMILES = CCOC[C@@]1(P(O)(O)=S)C(=O)N[C@@](CCC(F)=C(F)F)(C(=O)NC(=O)F)[C@H]1CCCN.CCCC#N.CCCC#N.CCCC#N.CCCC#N.CCCC#N.CCCC#N
- E_LUMO (hartree) = -0.013
- HOMO level (eV) = -8.96
- charge = 0
- frontier orbital gap (eV) = 8.5959